(1)
Computed, not measured: C53H119N5O9 as an isolated structure in a non-equilibrium geometry, with ωB97M-V/def2-TZVPD.

Cartesian coordinates (Å):
C  -3.473  -22.698  9.627
C  -5.004  -22.901  9.657
C  -5.577  -21.935  10.727
C  -7.135  -21.926  10.753
C  -7.656  -21.456  9.427
C  -7.019  -22.168  8.221
N  -5.567  -22.479  8.344
O  -5.053  -23.180  7.261
C  -7.898  -23.368  7.843
C  -7.291  -21.186  7.040
C  -5.337  -24.359  10.039
H  -3.050  -23.485  9.003
H  -3.018  -22.654  10.616
H  -3.220  -21.795  9.071
H  -5.170  -22.196  11.703
H  -5.254  -20.921  10.489
H  -7.330  -21.079  11.412
H  -7.555  -22.882  11.066
H  -7.451  -20.391  9.315
H  -8.745  -21.499  9.455
H  -8.911  -23.013  7.654
H  -7.417  -23.778  6.954
H  -7.775  -24.096  8.645
H  -8.329  -20.902  6.867
H  -6.755  -20.241  7.125
H  -6.871  -21.504  6.086
H  -5.211  -25.111  9.260
H  -6.339  -24.598  10.394
H  -4.641  -24.717  10.799
H  -4.439  -22.548  6.880
C  -2.163  -16.346  5.273
C  -3.613  -17.016  5.442
C  -3.257  -18.489  5.799
C  -4.387  -19.317  6.414
C  -5.091  -18.565  7.669
C  -5.414  -17.016  7.310
N  -4.223  -16.405  6.619
O  -4.418  -15.029  6.482
C  -6.726  -16.889  6.469
C  -5.578  -16.282  8.655
C  -4.431  -16.946  4.158
H  -2.232  -15.368  4.798
H  -1.652  -16.932  4.508
H  -1.622  -16.304  6.218
H  -3.024  -18.989  4.859
H  -2.357  -18.448  6.413
H  -3.917  -20.240  6.754
H  -5.054  -19.477  5.566
H  -4.435  -18.842  8.495
H  -6.047  -19.001  7.956
H  -6.742  -17.420  5.517
H  -7.581  -17.320  6.990
H  -7.085  -15.882  6.258
H  -6.220  -16.792  9.374
H  -4.624  -16.107  9.152
H  -5.902  -15.251  8.515
H  -5.229  -17.687  4.102
H  -3.855  -16.991  3.234
H  -4.867  -15.950  4.076
H  -3.743  -14.624  7.031
C  -4.036  -18.678  13.835
C  -4.906  -19.025  12.622
C  -5.556  -17.701  12.033
C  -4.591  -17.013  11.120
C  -4.251  -17.906  9.953
C  -3.419  -19.160  10.490
N  -4.234  -19.805  11.552
O  -3.811  -21.074  11.914
C  -3.238  -20.046  9.205
C  -2.029  -18.671  11.040
C  -6.077  -19.776  13.236
H  -4.570  -18.217  14.666
H  -3.307  -17.883  13.679
H  -3.575  -19.555  14.290
H  -6.496  -17.860  11.505
H  -5.772  -16.965  12.808
H  -3.701  -16.605  11.598
H  -5.081  -16.157  10.656
H  -3.568  -17.282  9.377
H  -5.193  -18.187  9.482
H  -2.503  -19.545  8.575
H  -2.727  -20.961  9.504
H  -4.111  -20.266  8.592
H  -1.387  -18.154  10.326
H  -2.214  -18.032  11.903
H  -1.595  -19.630  11.322
H  -6.776  -19.247  13.884
H  -5.761  -20.652  13.802
H  -6.669  -20.212  12.431
H  -4.483  -21.625  11.506
C  -6.965  -15.876  10.639
C  -8.116  -15.374  9.695
C  -7.480  -15.418  8.245
C  -8.494  -15.337  7.109
C  -9.627  -16.372  7.235
C  -10.258  -16.345  8.716
N  -9.223  -16.372  9.720
O  -9.753  -16.629  11.004
C  -11.064  -15.043  8.831
C  -11.232  -17.534  8.784
C  -8.396  -13.910  10.101
H  -7.355  -15.892  11.657
H  -6.091  -15.251  10.452
H  -6.607  -16.891  10.468
H  -6.618  -14.775  8.068
H  -7.064  -16.408  8.058
H  -8.040  -15.473  6.128
H  -8.842  -14.304  7.107
H  -9.319  -17.383  6.967
H  -10.381  -16.175  6.473
H  -10.557  -14.129  8.521
H  -11.951  -15.142  8.205
H  -11.347  -14.944  9.878
H  -10.693  -18.449  9.031
H  -11.913  -17.399  9.624
H  -11.791  -17.681  7.860
H  -9.053  -13.795  10.964
H  -8.928  -13.392  9.303
H  -7.479  -13.326  10.177
H  -9.696  -17.587  11.026
C  -7.881  -18.470  3.282
C  -7.999  -19.756  4.110
C  -7.199  -19.651  5.445
C  -7.790  -18.809  6.513
C  -9.241  -19.289  6.720
C  -10.086  -19.238  5.450
N  -9.468  -19.994  4.369
O  -10.272  -20.235  3.219
C  -11.442  -19.903  5.675
C  -10.352  -17.761  5.105
C  -7.474  -20.967  3.412
H  -6.872  -18.280  2.918
H  -8.063  -17.538  3.818
H  -8.415  -18.502  2.332
H  -7.007  -20.657  5.817
H  -6.197  -19.256  5.275
H  -7.913  -17.745  6.311
H  -7.120  -18.951  7.361
H  -9.593  -18.471  7.348
H  -9.450  -20.205  7.272
H  -12.169  -19.891  4.863
H  -11.357  -20.936  6.011
H  -11.990  -19.280  6.382
H  -11.173  -17.387  5.717
H  -9.530  -17.068  5.284
H  -10.642  -17.657  4.060
H  -7.784  -21.879  3.921
H  -6.396  -20.861  3.292
H  -7.882  -21.180  2.424
H  -10.345  -21.192  3.232
C  -11.934  -19.888  11.697
C  -10.524  -20.052  12.391
O  -9.622  -20.409  11.468
H  -12.284  -20.852  11.328
H  -12.059  -19.162  10.894
H  -12.526  -19.574  12.557
H  -10.415  -20.722  13.244
H  -10.175  -19.039  12.596
H  -8.920  -20.928  11.866
C  -8.046  -18.988  8.713
C  -7.953  -18.970  10.296
O  -9.145  -18.425  10.759
H  -7.035  -18.833  8.336
H  -8.629  -18.150  8.331
H  -8.353  -19.894  8.191
H  -7.101  -18.358  10.593
H  -7.704  -19.937  10.733
H  -9.513  -19.082  11.354
C  -11.410  -21.648  8.053
C  -11.394  -20.816  9.299
O  -10.553  -21.447  10.206
H  -10.381  -21.758  7.711
H  -11.911  -21.296  7.151
H  -11.805  -22.618  8.355
H  -12.359  -20.704  9.793
H  -10.995  -19.846  9.003
H  -10.066  -20.872  10.802
C  -9.119  -16.232  13.350
C  -8.032  -17.214  13.167
O  -8.462  -18.475  12.688
H  -9.842  -16.603  14.077
H  -9.723  -16.068  12.458
H  -8.757  -15.287  13.754
H  -7.591  -17.278  14.162
H  -7.201  -16.909  12.531
H  -8.648  -18.337  11.756

Output
Molar mass: 970.6 Da
Relative energy (zero: lowest compared OMol25 entry of this formula, charge and spin): 57.303 eV

(2)
Computed, not measured: C21H26N2O5S in the gas phase in a non-equilibrium geometry, with ωB97M-V/def2-TZVPD.

Cartesian coordinates (Å):
C  -6.446  -3.836  0.207
O  -5.760  -2.963  -0.657
C  -5.536  -1.684  -0.246
C  -4.871  -0.858  -1.151
C  -4.592  0.459  -0.844
C  -4.984  0.979  0.384
O  -4.751  2.273  0.798
C  -4.309  3.203  -0.161
C  -2.832  3.057  -0.551
O  -2.404  3.498  -1.592
N  -2.114  2.419  0.408
C  -0.755  2.113  0.437
C  0.129  2.546  -0.551
C  1.470  2.223  -0.455
C  1.929  1.476  0.613
S  3.662  1.033  0.691
O  3.913  0.475  1.990
O  4.451  2.149  0.256
N  3.728  -0.131  -0.487
C  3.340  -1.470  -0.127
C  4.338  -2.233  0.763
C  5.790  -1.779  0.605
C  6.271  -1.660  -0.844
C  6.042  -0.263  -1.419
C  4.566  0.067  -1.644
C  1.060  1.039  1.595
C  -0.281  1.357  1.510
C  -5.640  0.158  1.292
C  -5.916  -1.161  0.987
H  -5.896  -3.992  1.141
H  -7.452  -3.469  0.434
H  -6.520  -4.781  -0.328
H  -4.576  -1.272  -2.101
H  -4.068  1.063  -1.568
H  -4.432  4.186  0.306
H  -4.921  3.176  -1.070
H  -2.650  2.102  1.209
H  -0.241  3.131  -1.376
H  2.175  2.560  -1.198
H  2.378  -1.394  0.391
H  3.174  -2.016  -1.060
H  4.065  -2.087  1.809
H  4.254  -3.298  0.533
H  5.903  -0.813  1.099
H  6.416  -2.496  1.140
H  7.344  -1.864  -0.876
H  5.777  -2.407  -1.468
H  6.456  0.479  -0.733
H  6.560  -0.167  -2.376
H  4.476  1.120  -1.916
H  4.159  -0.544  -2.457
H  1.455  0.468  2.420
H  -0.969  1.024  2.275
H  -5.936  0.572  2.244
H  -6.430  -1.766  1.716

Output
SMILES: COc1ccc(OCC(=O)Nc2ccc(S(=O)(=O)N3CCCCCC3)cc2)cc1
Molar mass: 418.5 Da
Relative energy (zero: lowest compared OMol25 entry of this formula, charge and spin): 2.996 eV